Record 1
17
Properties=species:S:1:pos:R:3 method="wB97M-V/def2-TZVPD" de_lowest_kj_mol=356.8 energy_ev=-7862.6500 charge=+1 lumo_energy_ev=-5.424
C -2.620 -0.126 0.027
C 0.526 -1.290 0.723
C -0.489 1.052 0.179
C 0.300 -1.022 -0.735
C 0.738 0.105 0.008
C 2.016 0.714 -0.297
N -1.427 0.054 -0.253
H -2.969 -1.015 -0.370
H -3.067 0.413 0.903
H -0.340 -1.402 1.242
H 1.298 -1.942 1.045
H -0.864 1.406 1.164
H -0.280 1.850 -0.647
H 0.198 -1.428 -1.718
H 2.669 -0.013 -0.855
H 2.540 1.065 0.575
H 1.770 1.578 -0.992

=====

Record 2
15
Properties=species:S:1:pos:R:3 method="wB97M-V/def2-TZVPD" de_lowest_kj_mol=156.7 energy_ev=-5796.4483 spin_multiplicity=2 s2=0.754 charge=0 lumo_energy_ev="0.978 / 0.555"
C 0.116 0.827 -1.783
C -0.713 0.378 -0.600
C 0.137 -0.117 0.534
C 1.384 -0.693 0.444
N -0.616 -0.507 1.742
H 0.473 -0.030 -2.344
H -0.500 1.527 -2.333
H 0.972 1.389 -1.439
H -1.392 1.134 -0.211
H -1.341 -0.486 -0.911
H 1.910 -0.733 -0.495
H 1.993 -0.766 1.331
H 0.050 -0.737 2.474
H -1.203 -1.389 1.525
H -1.270 0.203 2.066

=====

Record 3
20
Properties=species:S:1:pos:R:3 method="wB97M-V/def2-TZVPD" de_lowest_kj_mol=44.9 energy_ev=-9943.7312 charge=0 smiles=C[C@H](N)[C@@H](C)O.O lumo_energy_ev=0.610
C -0.671 -1.427 -0.474
C -1.347 -0.173 0.118
N -2.049 0.529 -1.003
C -0.389 0.782 0.838
C 0.067 0.140 2.135
O 0.791 1.001 0.032
H 0.038 -1.179 -1.259
H -0.291 -2.077 0.313
H -1.492 -1.997 -0.913
H -2.080 -0.562 0.824
H -1.364 1.200 -1.342
H -2.822 1.045 -0.616
H -0.852 1.757 1.022
H 0.857 0.710 2.635
H -0.758 -0.129 2.791
H 0.657 -0.750 1.901
H 1.195 1.801 0.396
O 2.913 -0.855 -1.425
H 2.359 -0.365 -0.821
H 2.456 -0.640 -2.243